34
Properties=species:S:1:pos:R:3:nbo_charge:R:1 method="wB97M-V/def2-TZVPD" gap_ev=10.1 charge=0 homo_energy_ev=-9.3 energy_ev=-21366.50113 relative_energy_kcal_mol=46.7
N 1.84 2.47 1.23 -0.83
C 1.31 1.54 0.22 -0.25
C 2.10 0.22 0.18 0.10
C 2.77 -0.07 -1.16 -0.53
C 3.91 0.84 -1.52 0.44
O 4.09 1.93 -1.04 -0.51
O 1.24 -0.91 0.37 -0.55
C 0.78 -1.05 1.70 -0.08
C -0.65 -1.58 1.74 -0.10
O -0.90 -2.54 0.73 -0.52
C -1.45 -2.02 -0.44 0.24
O -2.74 -1.51 -0.14 -0.55
C -3.29 -0.71 -1.17 -0.10
C -3.14 0.78 -0.86 -0.09
O -3.46 1.12 0.48 -0.71
H 1.32 2.38 2.09 0.35
H 1.72 3.43 0.93 0.36
H 1.36 2.03 -0.76 0.20
H 0.26 1.29 0.41 0.18
H 2.85 0.25 0.98 0.19
H 2.02 -0.01 -1.97 0.23
H 3.14 -1.10 -1.17 0.24
H 4.55 0.49 -2.35 0.10
H 0.80 -0.07 2.20 0.17
H 1.46 -1.72 2.25 0.17
H -0.81 -2.10 2.69 0.19
H -1.38 -0.77 1.69 0.19
H -1.51 -2.84 -1.16 0.16
H -0.82 -1.21 -0.84 0.14
H -4.34 -0.98 -1.28 0.18
H -2.79 -0.91 -2.13 0.17
H -3.77 1.34 -1.56 0.16
H -2.10 1.08 -0.99 0.17
H -4.39 0.90 0.65 0.47